i | ORCA calculation (ωB97M-V/def2-TZVPD) on 2 unconnected molecules or ions with the total composition C5H8N.

XYZ file:
```
14
C5H8N, DFT ωB97M-V/def2-TZVPD
C -0.91 -0.90 0.00
C -1.53 -1.94 -0.31
C -0.22 0.38 -0.65
C -0.99 1.41 -1.40
C 1.84 -1.07 1.53
N -0.31 0.19 0.69
H 0.73 0.08 -0.99
H -0.23 2.11 -1.66
H -1.90 1.67 -0.91
H -1.44 1.00 -2.24
H 2.26 -1.04 2.56
H 1.20 -1.87 1.38
H 2.36 -0.71 0.66
H -0.85 0.69 1.33
```

Computed properties:
- 2S+1: 3
- <S²>: 2.012
- E_LUMO (spin up / spin down): -6.90 / -9.21 eV
- Net charge: +1

=====

ii | ORCA calculation (ωB97M-V/def2-TZVPD) on 2 unconnected molecules or ions with the total composition C5H8N.

XYZ file:
```
14
C5H8N, DFT ωB97M-V/def2-TZVPD
C -2.32 0.13 -0.40
C -2.30 1.32 0.04
C -0.60 -1.17 0.17
C 0.61 -0.61 0.57
C 1.33 0.07 -0.40
N 2.46 0.65 -0.06
H -2.79 -0.72 -0.79
H -1.31 -1.75 0.75
H -0.76 -1.25 -0.86
H 0.92 -0.85 1.61
H 1.02 0.03 -1.51
H 2.79 0.58 0.87
H -1.98 2.19 0.59
H 2.93 1.39 -0.59
```

Computed properties:
- 2S+1: 3
- <S²>: 2.024
- E_LUMO (spin up / spin down): -3.47 / -7.79 eV
- Net charge: +1

=====

Relative energies with respect to the most stable structure, expressed in eV: i 4.233; ii 0.000.